The following is a DFT calculation (ωB97M-V/def2-TZVPD) of a molecular structure, C24H44Ca2F8N4O37S8 at a distorted geometry.

CARTESIAN COORDINATES (ANGSTROEM)
Ca  -5.514  -1.986  -31.647
Ca  -4.715  3.702  -32.709
N  -2.913  -0.233  -35.120
S  -2.419  1.084  -34.260
O  -1.188  1.084  -33.557
O  -3.457  1.962  -33.784
F  -2.036  1.870  -35.611
S  -2.715  -1.324  -33.985
O  -3.559  -1.293  -32.804
O  -1.398  -1.796  -33.775
F  -3.343  -2.549  -34.796
N  -6.362  -0.980  -33.592
S  -7.131  0.520  -33.777
O  -8.199  0.731  -34.671
O  -6.330  1.652  -33.412
F  -7.867  0.304  -32.363
S  -6.742  -1.641  -35.003
O  -5.934  -1.057  -36.017
O  -8.113  -1.902  -35.237
F  -6.183  -3.113  -34.793
N  -4.120  -2.500  -29.994
S  -4.180  -2.007  -28.385
O  -3.737  -0.715  -27.986
O  -4.313  -3.003  -27.389
F  -5.749  -1.580  -28.648
S  -2.666  -3.071  -29.890
O  -2.475  -4.301  -29.230
O  -1.647  -2.082  -29.816
F  -2.524  -3.453  -31.445
N  -4.479  2.397  -30.892
S  -5.580  1.435  -30.191
O  -5.820  1.564  -28.802
O  -5.724  0.170  -30.834
F  -6.837  2.225  -30.739
S  -3.204  1.808  -30.177
O  -2.763  0.595  -30.762
O  -2.862  2.045  -28.815
F  -2.197  2.853  -30.870
C  -7.881  2.108  -26.808
C  -8.561  3.456  -26.684
O  -9.840  3.063  -26.183
C  -9.657  1.985  -25.371
O  -10.462  1.462  -24.696
O  -8.430  1.453  -25.659
H  -6.802  2.107  -26.670
H  -8.049  1.616  -27.766
H  -8.791  3.955  -27.623
H  -8.002  4.110  -26.012
C  -4.310  1.746  -25.342
C  -5.022  0.409  -25.117
O  -5.615  0.518  -23.830
C  -5.507  1.807  -23.398
O  -5.927  2.176  -22.347
O  -4.977  2.572  -24.363
H  -4.370  2.226  -26.312
H  -3.275  1.654  -25.012
H  -4.296  -0.384  -25.287
H  -5.883  0.237  -25.769
C  1.824  -0.865  -31.729
O  1.972  -1.502  -30.446
C  1.476  -0.893  -29.362
O  1.732  -1.279  -28.259
O  0.712  0.146  -29.670
C  -0.034  0.806  -28.662
H  2.523  -0.031  -31.810
H  0.807  -0.522  -31.888
H  2.121  -1.632  -32.437
H  -1.052  0.415  -28.647
H  -0.195  1.838  -28.966
H  0.437  0.642  -27.694
C  -8.698  5.607  -30.519
O  -8.975  5.050  -31.810
C  -7.968  4.487  -32.447
O  -6.812  4.501  -32.049
O  -8.301  4.052  -33.626
C  -9.620  3.567  -33.936
H  -8.419  4.800  -29.845
H  -9.567  6.153  -30.167
H  -7.894  6.341  -30.583
H  -9.936  2.835  -33.198
H  -9.529  3.193  -34.947
H  -10.367  4.362  -33.932
C  -0.588  5.955  -37.100
C  -0.585  4.805  -36.108
O  -1.611  4.908  -35.121
C  -1.461  4.529  -33.877
O  -2.405  4.483  -33.116
O  -0.225  4.185  -33.596
C  0.166  3.942  -32.241
H  -0.598  6.920  -36.587
H  -1.308  5.907  -37.913
H  0.370  5.954  -37.630
H  0.404  4.675  -35.689
H  -0.805  3.947  -36.750
H  1.090  4.500  -32.088
H  0.374  2.882  -32.121
H  -0.537  4.281  -31.489
C  -5.586  4.975  -28.479
C  -4.128  5.329  -28.264
O  -3.635  6.425  -29.053
C  -3.560  6.371  -30.361
O  -3.969  5.446  -31.037
O  -3.122  7.523  -30.817
C  -3.055  7.726  -32.224
H  -5.772  4.660  -29.505
H  -6.183  5.869  -28.284
H  -5.838  4.154  -27.811
H  -3.489  4.462  -28.454
H  -3.939  5.637  -27.239
H  -4.022  7.840  -32.708
H  -2.402  6.995  -32.696
H  -2.522  8.670  -32.320
C  -1.926  9.275  -25.096
C  -0.895  8.425  -25.781
O  -1.266  7.034  -25.787
C  -0.419  6.188  -26.330
O  0.691  6.437  -26.716
O  -0.991  4.989  -26.409
C  -0.208  3.923  -26.926
H  -1.898  9.327  -24.007
H  -2.938  9.099  -25.457
H  -1.673  10.327  -25.278
H  -0.025  8.446  -25.115
H  -0.593  8.730  -26.780
H  0.166  4.126  -27.929
H  -0.876  3.064  -26.949
H  0.629  3.655  -26.281

Energy above the lowest of the compared OMol25 structures with the same formula, charge and spin in kJ/mol: 0.0
Largest force on an atom in eV/A: 7.40
E_LUMO in eV: -1.1
Gap between HOMO and LUMO in eV: 9.0
HOMO in eV: -10.103
Net charge: 0

Mulliken population analysis, charges in e, atoms 1 to 99: number 1, Ca, carries 1.601; number 2, Ca, carries 2.144; number 3, N, carries -0.409; number 4, S, carries 1.023; number 5, O, carries -0.549; number 6, O, carries -0.577; number 7, F, carries -0.386; number 8, S, carries 0.925; number 9, O, carries -0.028; number 10, O, carries -0.567; number 11, F, carries -0.395; number 12, N, carries 0.176; number 13, S, carries 0.447; number 14, O, carries -0.486; number 15, O, carries -0.297; number 16, F, carries -0.292; number 17, S, carries 0.857; number 18, O, carries -0.507; number 19, O, carries -0.549; number 20, F, carries -0.272; number 21, N, carries 0.079; number 22, S, carries 0.550; number 23, O, carries -0.334; number 24, O, carries -0.536; number 25, F, carries -0.428; number 26, S, carries 0.556; number 27, O, carries -0.570; number 28, O, carries -0.301; number 29, F, carries -0.331; number 30, N, carries 1.728; number 31, S, carries -0.920; number 32, O, carries -0.045; number 33, O, carries 0.598; number 34, F, carries -0.168; number 35, S, carries -1.137; number 36, O, carries -0.156; number 37, O, carries -0.217; number 38, F, carries -0.114; number 39, C, carries 1.099; number 40, C, carries 0.003; number 41, O, carries -0.412; number 42, C, carries 0.575; number 43, O, carries -0.503; number 44, O, carries -0.373; number 45, H, carries -0.750; number 46, H, carries -0.039; number 47, H, carries -0.047; number 48, H, carries 0.395; number 49, C, carries 0.490; number 50, C, carries 0.084; number 51, O, carries -0.424; number 52, C, carries 0.582; number 53, O, carries -0.563; number 54, O, carries -0.422; number 55, H, carries -0.614; number 56, H, carries 0.420; number 57, H, carries 0.388; number 58, H, carries 0.098; number 59, C, carries -0.200; number 60, O, carries -0.401; number 61, C, carries 0.671; number 62, O, carries -0.609; number 63, O, carries -0.208; number 64, C, carries -0.245; number 65, H, carries 0.274; number 66, H, carries -0.052; number 67, H, carries 0.255; number 68, H, carries 0.014; number 69, H, carries -0.016; number 70, H, carries 0.571; number 71, C, carries -0.287; number 72, O, carries -0.418; number 73, C, carries 0.159; number 74, O, carries -0.511; number 75, O, carries -0.299; number 76, C, carries -0.754; number 77, H, carries -0.066; number 78, H, carries 0.365; number 79, H, carries 0.244; number 80, H, carries 0.346; number 81, H, carries 0.240; number 82, H, carries 0.352; number 83, C, carries -1.282; number 84, C, carries -0.180; number 85, O, carries -0.151; number 86, C, carries 0.329; number 87, O, carries 0.159; number 88, O, carries -0.402; number 89, C, carries -0.512; number 90, H, carries 0.333; number 91, H, carries 0.306; number 92, H, carries 0.394; number 93, H, carries 0.362; number 94, H, carries 0.138; number 95, H, carries 0.391; number 96, H, carries 0.198; number 97, H, carries 0.091; number 98, C, carries 0.075; number 99, C, carries 0.118